Computed, not measured: a gas-phase ion, C4H9N2 (charge +1) in a non-equilibrium geometry, with the ωB97M-V functional and the def2-TZVPD basis.

Each line ends with the Mulliken charge.
Geometry (Å):
C 2.2267 -0.1891 0.5651  -0.602
C -1.2693 -1.1447 -0.5805  -1.115
C -1.3675 1.2878 0.1269  -1.022
C -0.5084 0.1731 -0.3561  0.575
N 1.8180 0.3967 -0.6647  -0.402
N 0.6265 0.4630 -0.8573  0.438
H 2.6765 -1.2791 0.4526  0.302
H 3.1234 0.1301 0.9737  0.320
H -0.6040 -2.0053 -0.7086  0.341
H -1.7846 -1.3449 0.3563  0.423
H -1.9970 -0.9193 -1.4465  0.336
H -2.2038 0.7534 0.5201  0.362
H -1.2386 2.0885 -0.5793  0.394
H -0.8021 1.7692 0.9852  0.343
H 1.3043 -0.1793 1.2130  0.310

The total energy comes out at -7263.631 eV. As for the highest occupied orbital energy: -15.42 eV. As for the net charge: +1.

=====

Computed, not measured: 8 unconnected molecules or ions with the total composition C50H42BF4NO32S in a non-equilibrium geometry, with the ωB97M-V functional and the def2-TZVPD basis.

Each line ends with the Mulliken charge.
Geometry (Å):
C -4.7126 -3.9698 -0.9617  -0.831
N -4.9527 -5.4063 -1.1275  0.015
C -4.8913 -6.0979 0.1648  -0.830
C -4.1300 -5.9696 -2.0979  0.323
O -3.2445 -5.3773 -2.6484  -0.570
C -4.4531 -7.4156 -2.4367  -0.538
B -3.2826 -8.3802 -2.0768  0.054
C -1.7685 -8.1168 -2.2256  -0.235
C -1.2309 -7.2650 -1.0493  -0.503
O -0.5805 -8.1246 -0.1264  -0.262
C -1.0345 -8.0305 1.1927  -0.457
C -0.4435 -9.1775 2.0126  0.750
F -1.3770 -10.1135 2.2826  -0.287
F 0.0144 -8.7222 3.1978  -0.286
F 0.5747 -9.7917 1.3878  -0.236
S -3.9309 -10.0073 -1.3979  1.143
O -4.6307 -9.7696 -0.1749  -0.597
O -4.5346 -10.7314 -2.4660  -0.630
F -2.6422 -10.8208 -0.9921  -0.193
H -4.7348 -3.4761 -1.9284  0.340
H -3.7511 -3.7861 -0.4738  0.321
H -5.5092 -3.5670 -0.3348  0.310
H -3.9219 -5.9408 0.6537  0.176
H -5.0983 -7.1617 0.0555  0.284
H -5.6619 -5.6914 0.8191  0.413
H -4.5594 -7.4700 -3.5280  0.219
H -5.4040 -7.7200 -2.0030  0.543
H -1.1703 -9.0234 -2.3045  0.355
H -1.6209 -7.5482 -3.1492  0.223
H -0.5354 -6.5090 -1.4079  0.344
H -2.0423 -6.7224 -0.5536  0.168
H -2.1256 -8.1273 1.2470  0.258
H -0.7455 -7.0849 1.6632  0.350
C -0.7750 -1.1674 0.5803  -1.162
C -0.3765 0.0015 1.0934  0.668
C -0.9985 0.6004 2.3317  1.140
O -0.5413 1.6626 2.7172  -0.693
C -2.0821 -0.1071 2.9795  -1.111
C -2.4848 -1.2773 2.4668  0.313
C -1.8406 -1.8817 1.2364  1.137
O -2.2811 -2.9597 0.8681  -0.663
O -3.4643 -2.0139 2.9682  -0.632
O 0.6026 0.7351 0.5726  -0.699
H -0.3304 -1.6043 -0.3010  0.432
H -2.5293 0.3332 3.8593  0.481
H -3.5248 -2.8044 2.3953  0.307
H 0.6918 1.5203 1.1511  0.345
C 5.0834 -1.3258 2.2447  -0.937
C 3.8985 -1.2442 1.6202  0.310
C 2.9153 -2.4011 1.5955  1.086
O 1.8685 -2.2023 1.0018  -0.517
C 3.2669 -3.6349 2.2539  -1.345
C 4.4526 -3.7155 2.8773  0.395
C 5.4318 -2.5552 2.9162  1.070
O 6.4673 -2.7503 3.5270  -0.627
O 4.8869 -4.7884 3.5107  -0.579
O 3.4768 -0.1662 0.9840  -0.607
H 5.7885 -0.5071 2.2691  0.451
H 2.5664 -4.4572 2.2199  0.596
H 5.7697 -4.5540 3.8649  0.374
H 2.5787 -0.3544 0.6413  0.320
C -3.8585 4.0587 -2.2402  -1.112
C -3.2376 5.0927 -1.6517  0.213
C -2.3903 4.9314 -0.4033  1.322
O -1.8510 5.9577 -0.0120  -0.799
C -2.2616 3.6337 0.2047  -1.320
C -2.8904 2.6031 -0.3817  0.108
C -3.7190 2.7507 -1.6470  1.133
O -4.2158 1.7246 -2.0755  -0.637
O -2.8477 1.3631 0.0707  -0.307
O -3.2642 6.3365 -2.0829  -0.565
H -4.4552 4.1622 -3.1352  0.487
H -1.6666 3.5275 1.1031  0.679
H -3.3820 0.8269 -0.5537  0.338
H -2.7134 6.8654 -1.4652  0.331
C 2.3621 8.7510 0.1895  -1.158
C 3.4573 8.6795 0.9573  0.338
C 3.6441 7.5914 1.9892  1.166
O 4.6947 7.6198 2.6186  -0.829
C 2.6091 6.6136 2.1686  -0.675
C 1.5019 6.6759 1.4077  0.296
C 1.3192 7.7594 0.3518  0.984
O 0.2940 7.7315 -0.3012  -0.538
O 0.5197 5.8048 1.5313  -0.530
O 4.4669 9.5316 0.8956  -0.610
H 2.2220 9.5254 -0.5518  0.480
H 2.7489 5.8504 2.9214  0.534
H -0.2193 5.9877 0.9096  0.264
H 5.1150 9.2318 1.5641  0.361
C 0.5954 8.4958 -5.8443  -1.076
C -0.3804 8.0060 -6.6263  0.286
C -1.7314 7.5782 -6.0774  1.078
O -2.5333 7.1481 -6.8876  -0.650
C -1.9606 7.7007 -4.6601  -0.888
C -0.9887 8.1876 -3.8776  0.320
C 0.3562 8.6218 -4.4228  1.021
O 1.1565 9.0548 -3.6132  -0.573
O -1.1218 8.3135 -2.5674  -0.482
O -0.2712 7.8413 -7.9333  -0.572
H 1.5578 8.7978 -6.2322  0.439
H -2.9108 7.3904 -4.2510  0.522
H -0.2754 8.6495 -2.2103  0.236
H -1.1290 7.4744 -8.2304  0.381
C 2.0338 10.3347 6.1506  -1.214
C 2.3549 10.7090 7.3975  0.430
C 3.6142 10.2263 8.0921  1.113
O 3.7968 10.6526 9.2202  -0.640
C 4.4894 9.3205 7.3944  -0.948
C 4.1763 8.9392 6.1431  0.422
C 2.9176 9.4367 5.4438  0.803
O 2.7218 9.0353 4.3104  -0.325
O 4.9288 8.1216 5.4372  -0.566
O 1.6266 11.5214 8.1423  -0.586
H 1.1377 10.6736 5.6506  0.439
H 5.3800 8.9753 7.9000  0.445
H 4.5472 7.9934 4.5419  0.281
H 2.1114 11.6107 8.9893  0.378
C 2.6152 -7.5235 -4.3774  -1.276
C 2.8391 -8.3705 -5.3937  0.383
C 2.4725 -9.8430 -5.3254  1.165
O 2.7145 -10.4986 -6.3236  -0.637
C 1.8815 -10.3612 -4.1155  -0.877
C 1.6602 -9.5180 -3.0943  0.273
C 2.0042 -8.0382 -3.1766  1.119
O 1.7304 -7.3809 -2.1884  -0.575
O 1.1293 -9.8858 -1.9426  -0.547
O 3.3885 -8.0231 -6.5428  -0.589
H 2.8699 -6.4741 -4.4210  0.453
H 1.6384 -11.4133 -4.0693  0.473
H 1.0703 -9.0936 -1.3652  0.239
H 3.4184 -8.8399 -7.0831  0.378

The total energy comes out at -141920.337 eV. As for the highest occupied orbital energy: -9.63 eV.

=====

Computed, not measured: 23 unconnected molecules or ions with the total composition C14H67IO24 in a non-equilibrium geometry, with the ωB97M-V functional and the def2-TZVPD basis.

Each line ends with the Mulliken charge.
Geometry (Å):
C 5.4579 0.6324 2.9842  -1.597
C 5.1526 1.5304 1.8073  0.428
C 5.4791 2.9941 2.0068  -1.380
C 4.5800 1.0313 0.6968  -0.804
C 3.3673 0.1059 0.7632  -0.383
C 2.4844 0.3278 -0.4802  -1.323
C 1.7361 -0.8999 -1.0322  1.450
C 0.6322 -0.4379 -2.0168  -1.353
C 1.2398 -1.9214 -0.0048  -1.448
C 0.4233 -1.4500 1.1993  -1.054
C -0.8556 -0.6770 0.9192  0.281
C -0.6797 0.8550 0.8629  -0.846
C -1.6822 1.4208 1.8957  0.120
I -0.9856 3.3343 2.4340  0.043
C -1.6095 0.2852 2.8946  0.020
O -1.5839 0.3115 4.0898  -0.596
O -1.6600 -0.8354 2.1578  -0.018
H 4.7119 0.7019 3.7883  0.297
H 6.3946 0.9826 3.4197  0.503
H 5.5154 -0.4099 2.6838  0.342
H 6.4941 3.2656 1.6990  0.293
H 5.3675 3.2069 3.0712  0.409
H 4.7696 3.6262 1.4807  0.396
H 4.9750 1.3023 -0.2814  0.485
H 2.8293 0.4292 1.6528  0.202
H 3.6354 -0.9527 0.8469  0.331
H 3.1489 0.6630 -1.2780  0.751
H 1.8126 1.1720 -0.3042  0.454
H 2.4658 -1.4308 -1.6465  0.584
H 0.4813 0.6413 -1.9355  0.337
H 0.8952 -0.6943 -3.0362  0.001
H -0.3226 -0.9032 -1.7682  0.141
H 2.1220 -2.4107 0.4174  0.548
H 0.6630 -2.7126 -0.4853  0.325
H 0.0944 -2.3545 1.7170  0.280
H 1.0159 -0.8801 1.9210  0.293
H -1.4426 -1.1351 0.1254  0.459
H -0.6803 1.3397 -0.1059  0.232
H 0.3048 0.9793 1.3226  0.434
H -2.6524 1.3958 1.4017  0.553
O 0.9770 -2.4498 -4.5197  -0.610
H 1.0340 -3.1727 -3.8846  0.318
H 0.9312 -2.9086 -5.3647  0.293
O -2.9357 0.4654 -1.4526  -0.587
H -3.1584 0.3068 -0.5292  0.281
H -3.5940 1.1046 -1.7458  0.307
O -0.8647 -4.3129 -0.5325  -0.539
H -1.7472 -4.0910 -0.1900  0.272
H -0.9244 -5.2571 -0.6989  0.266
O -0.2977 -4.8680 -4.6239  -0.637
H -0.9775 -4.2692 -4.2963  0.324
H -0.7783 -5.6303 -4.9706  0.287
O -3.3818 -4.8284 -1.5288  -0.555
H -3.2211 -4.8046 -2.4760  0.242
H -3.7971 -3.9778 -1.3417  0.297
O 5.0176 -1.0548 -1.8754  -0.679
H 5.2856 -0.4826 -1.1476  0.274
H 5.0925 -0.4940 -2.6573  0.336
O -3.5501 5.7720 3.8131  -0.577
H -4.4563 5.4445 3.8636  0.318
H -3.0028 4.9919 3.9543  0.234
O 2.7046 1.2001 -4.3550  -0.628
H 2.0137 1.7829 -4.0251  0.298
H 2.2227 0.4402 -4.7015  0.301
O -6.1649 6.7719 2.6241  -0.606
H -5.2695 7.0259 2.3642  0.347
H -6.7091 7.4453 2.2046  0.271
O -4.7724 1.1614 3.8388  -0.635
H -3.8327 0.9481 3.8323  0.336
H -4.9016 1.6200 4.6751  0.298
O -7.5480 5.6205 5.2623  -0.648
H -7.2842 5.8468 4.3621  0.340
H -8.1158 6.3449 5.5398  0.303
O -4.8439 9.1740 2.0874  -0.648
H -3.9554 9.3592 1.7702  0.293
H -4.8580 9.4794 3.0043  0.365
O 6.5051 -3.3877 -3.7454  -0.607
H 5.7515 -3.4203 -4.3423  0.305
H 6.3088 -2.6474 -3.1577  0.316
O -3.3853 -3.7248 1.0501  -0.456
H -4.1480 -4.2553 1.3242  0.297
H -3.2546 -3.0756 1.7566  0.211
O -4.6484 9.3910 5.0398  -0.674
H -4.8961 8.4589 4.9813  0.344
H -3.9694 9.4143 5.7206  0.317
O -2.1142 -6.5763 -6.8891  -0.641
H -1.8585 -6.5139 -7.8150  0.322
H -2.6146 -5.7691 -6.7304  0.321
O 8.4480 -1.6102 -5.6950  -0.649
H 8.1515 -2.5082 -5.4899  0.335
H 9.1711 -1.4582 -5.0806  0.300
O -5.4358 -2.6953 -2.4661  -0.587
H -6.2136 -2.6970 -3.0319  0.280
H -5.5378 -1.9147 -1.9121  0.301
O 8.5047 -4.7667 -5.9143  -0.581
H 8.6078 -5.4848 -5.2824  0.306
H 8.4372 -5.2007 -6.7701  0.296
O 2.4553 5.4566 1.8332  -0.598
H 1.7481 4.8107 1.9331  0.238
H 2.4108 5.9965 2.6281  0.311
O -5.0806 -5.9358 1.4288  -0.630
H -5.0150 -6.6265 2.0940  0.292
H -5.1608 -6.3936 0.5855  0.312
O -2.8491 -3.1036 3.7213  -0.625
H -1.9424 -3.4040 3.5996  0.314
H -2.8069 -2.4908 4.4632  0.285

The total energy comes out at -72844.886 eV. As for the highest occupied orbital energy: -7.84 eV.

=====

In the order shown, the computed LUMO level values come out to -5.6; -1.9; -0.1 eV.